Record 1
Density functional theory data (the ωB97M-V functional and the def2-TZVPD basis) for a structure of composition C6H15OPReSbSe5.

DFT total energy = -353205.3109 eV
charge = -1
largest force on an atom = 0.0099 hartree/bohr
ΔE to the lowest compared entry with this formula, charge and spin = 0.160 eV
multiplicity = 4
⟨S²⟩ = 3.7731
gap between HOMO and LUMO (spin up / spin down) = 6.6 / 5.5 eV

Atoms and positions in Å:
Re  -1.25775  0.43897  2.34351
C  -2.11591  0.60428  -1.47625
C  -0.62379  0.50347  -1.17968
P  -0.22795  -0.41528  0.33897
C  1.58320  -0.41541  0.53820
C  2.45916  -0.63554  -0.69233
C  -0.76094  -2.13125  0.00154
C  -0.30220  -2.76044  -1.31089
H  -2.27015  1.15803  -2.40177
H  -2.63802  1.12228  -0.67493
H  -2.57735  -0.37857  -1.58694
H  -0.17326  1.49055  -1.04127
H  -0.09162  0.02227  -2.00278
H  1.81286  -1.12301  1.33805
H  1.80439  0.57436  0.93930
H  2.37039  -1.63821  -1.10698
H  3.50111  -0.47564  -0.41703
H  2.22749  0.09009  -1.46932
H  -1.84931  -2.09750  0.06290
H  -0.44125  -2.72313  0.85998
H  -0.58859  -2.15129  -2.16784
H  -0.76806  -3.73795  -1.43556
H  0.77547  -2.90275  -1.34671
Se  -3.24922  -0.65874  1.94205
Se  1.90125  3.05592  -0.47195
Sb  0.81581  3.80920  1.54896
Se  0.52768  6.08313  2.21231
Se  2.21370  2.52976  3.19590
Se  -1.55382  2.77038  1.66953
O  -0.50334  -0.00799  3.79103

Record 2
Density functional theory data (the ωB97M-V functional and the def2-TZVPD basis) for a structure of composition C11H24CuN6O4.

DFT total energy = -73552.1001 eV
charge = +2
largest force on an atom = 0.0130 hartree/bohr
ΔE to the lowest compared entry with this formula, charge and spin = 0.308 eV
multiplicity = 2
⟨S²⟩ = 0.7539
gap between HOMO and LUMO (spin up / spin down) = 9.3 / 7.6 eV

Atoms and positions in Å:
Cu  -0.04120  0.23030  1.35941
O  1.78304  -1.88382  -3.62115
C  0.60529  -2.40585  -3.31981
O  0.00485  -3.14892  -4.04079
C  -0.02110  -2.00431  -2.01255
C  -1.27762  -2.43898  -1.63793
N  -1.57133  -1.86291  -0.46602
N  -0.57268  -1.07653  -0.04044
C  0.38082  -1.15874  -0.97130
C  1.58884  -0.30321  -0.74779
O  2.39798  -0.14868  -1.65046
O  1.62237  0.29928  0.38624
H  2.11833  -1.27898  -2.92119
H  -1.94868  -3.11811  -2.13885
H  -2.39410  -2.00308  0.09902
N  1.06329  3.46571  -3.03248
C  -0.01520  3.50034  -1.97248
C  0.22724  2.33998  -1.00990
N  -0.76055  2.18937  0.06978
H  0.95058  4.22007  -3.71489
H  1.05582  2.57976  -3.54730
H  1.99524  3.55966  -2.61838
H  -0.97218  3.42945  -2.48718
H  0.04875  4.47220  -1.48540
H  1.21624  2.43173  -0.55787
H  0.23276  1.41562  -1.59133
H  -1.68011  2.02507  -0.33185
H  -0.84099  3.06289  0.58327
C  -1.60082  -1.02627  4.56832
C  -1.56451  0.49496  4.49830
C  -0.86714  1.08812  5.71725
C  -2.96905  1.06133  4.34239
N  -0.83898  0.89816  3.24536
N  0.54840  0.56215  3.16934
H  -2.18855  -1.33552  5.43127
H  -0.61117  -1.47097  4.70454
H  -2.06432  -1.44488  3.67429
H  -1.44446  0.85389  6.61081
H  -0.79552  2.17558  5.64867
H  0.13224  0.67291  5.86303
H  -3.56660  0.79935  5.21359
H  -3.46203  0.65651  3.45809
H  -2.95385  2.15208  4.27517
H  -0.91712  1.90387  3.12390
H  0.68317  -0.33369  3.63419
H  1.24470  1.21184  3.53012

Record 3
Density functional theory data (the ωB97M-V functional and the def2-TZVPD basis) for a structure of composition C16H17InN6OS3 in a non-equilibrium geometry.

DFT total energy = -65522.7587 eV
charge = +2
largest force on an atom = 0.0269 hartree/bohr
ΔE to the lowest compared entry with this formula, charge and spin = 0.533 eV
multiplicity = 1
gap between HOMO and LUMO = 7.3 eV

Atoms and positions in Å:
In  0.24265  0.92693  1.22386
O  -0.91935  2.29213  2.92966
C  -1.57195  1.60193  3.98316
C  -1.59115  0.11363  3.75526
C  -2.28265  -0.70877  4.64516
C  -2.26895  -2.07927  4.45786
C  -1.52575  -2.60387  3.40336
C  -0.86655  -1.72717  2.56956
N  -0.92785  -0.40217  2.72906
H  -0.79665  3.21083  3.20386
H  -2.60715  1.95843  4.07456
H  -1.05625  1.78453  4.93556
H  -2.81195  -0.26997  5.47596
H  -2.81435  -2.72857  5.12536
H  -1.45805  -3.66617  3.24066
H  -0.23795  -2.07257  1.75606
C  -2.18345  -2.08947  -3.03774
C  -2.06235  -0.65937  -2.71294
N  -2.53025  0.33823  -3.38174
N  -2.23195  1.45203  -2.69994
C  -1.56785  1.18133  -1.56714
S  -1.10605  2.33213  -0.42364
N  -1.43205  -0.18007  -1.56044
N  -0.78495  -0.90407  -0.57454
H  -2.70195  -2.19357  -3.98614
H  -2.76225  -2.60937  -2.27374
H  -1.20905  -2.56887  -3.12264
H  -2.51615  2.36073  -3.04474
H  0.05405  -1.35487  -0.95354
H  -1.40815  -1.62497  -0.20194
S  2.46775  0.96063  2.32316
C  3.00105  0.84603  0.69076
N  2.13225  0.73623  -0.28964
C  2.75315  0.72363  -1.51814
C  2.13495  0.68763  -2.76494
C  2.92465  0.70503  -3.89474
C  4.31485  0.75393  -3.80544
C  4.94715  0.79933  -2.57954
C  4.15725  0.78953  -1.44164
S  4.65965  0.89793  0.23056
H  1.05645  0.67913  -2.83654
H  2.46145  0.68893  -4.86784
H  4.90375  0.77133  -4.70924
H  6.02215  0.85093  -2.50484

Record 4
Density functional theory data (the ωB97M-V functional and the def2-TZVPD basis) for a structure of composition C20H16N2O7W.

DFT total energy = -40121.4524 eV
charge = +2
largest force on an atom = 0.0152 hartree/bohr
multiplicity = 1
gap between HOMO and LUMO (spin up / spin down) = 6.4 / 6.3 eV

Atoms and positions in Å:
W  0.14164  0.78682  0.79807
C  -2.57827  3.00695  -1.01557
C  -2.39497  2.88330  0.44765
N  -1.50224  2.13231  1.10394
C  -1.73164  2.33110  2.47173
C  -2.74776  3.21105  2.62670
N  -3.13512  3.53284  1.35743
C  -3.47939  3.84360  3.78624
O  -3.08401  3.53847  4.99813
O  -4.37221  4.59090  3.51521
C  -0.88099  1.60063  3.40730
O  -0.93398  1.60150  4.58980
O  0.02708  0.86131  2.66430
H  -2.02839  2.23649  -1.54226
H  -2.23439  3.98401  -1.36083
H  -3.63480  2.92287  -1.27104
H  -3.89612  4.18378  1.18264
H  -2.33842  2.91501  5.06014
O  1.89841  -0.10206  -0.03811
C  1.20422  -0.92047  -1.09229
C  -0.00420  -0.01101  -1.52394
O  -1.05866  -0.38565  -1.92278
O  0.16811  1.28013  -1.06216
C  0.67030  -1.99750  -0.18237
C  -0.17407  -1.49088  0.85726
C  -0.42439  -2.30392  1.98289
C  0.10897  -3.57472  2.05002
C  0.87226  -4.06033  0.99548
C  1.17890  -3.25967  -0.11805
C  2.06904  -1.25069  -2.27042
C  3.41159  -1.56441  -2.05923
C  4.21661  -1.89105  -3.13827
C  3.68284  -1.91972  -4.41921
C  2.34365  -1.61893  -4.62602
C  1.53035  -1.27736  -3.55707
H  2.49885  0.53553  -0.46992
H  -1.11666  -0.93643  0.60656
H  -1.08739  -1.95540  2.76526
H  -0.09775  -4.20283  2.90539
H  1.26546  -5.06825  1.04199
H  1.83680  -3.62499  -0.89650
H  3.82505  -1.55590  -1.05630
H  5.25969  -2.12778  -2.97711
H  4.31263  -2.17799  -5.25996
H  1.92753  -1.64452  -5.62399
H  0.48583  -1.05614  -3.73070